No. 1
Formula: C9H9ClF3O9
Source: the OMol25 dataset
Level of theory: ωB97M-V/def2-TZVPD

```
31
Properties=species:S:1:pos:R:3:forces:R:3:mulliken_charge:R:1
Cl -2.40806 0.53477 -0.12363 -3.05 0.77 0.89 -0.701
C -0.31825 -1.46128 -1.70083 -0.35 -0.91 0.10 1.362
C -1.66977 -2.01951 -1.31900 1.22 3.26 -0.08 0.347
O -1.39723 -2.79480 -0.22125 1.16 -1.55 0.99 -0.345
C -0.08977 -3.25929 -0.28504 0.48 -0.41 -1.80 0.673
O 0.36681 -4.21221 0.30217 -0.80 2.41 -1.09 -0.577
O 0.54046 -2.50714 -1.36308 0.39 -2.50 3.86 -0.489
F -2.10751 -2.70110 -2.34258 -1.76 -2.74 -2.32 -0.379
H -0.21478 -0.50651 -1.18526 0.22 -3.44 0.54 -1.368
H -0.05411 -1.33132 -2.75033 -0.99 -0.13 0.02 0.340
H -2.33346 -1.18753 -1.08355 -0.25 -0.97 0.13 0.325
C 0.93097 0.83034 1.98555 0.98 1.85 0.42 -0.512
C -0.20756 -0.12546 1.75918 0.67 2.27 -1.07 1.807
O -0.97135 0.00953 2.91199 -0.62 -1.06 0.45 -0.396
C -0.28375 0.63766 3.86400 -0.11 1.63 3.23 0.602
O -0.61483 0.77219 5.04989 0.76 -0.63 -3.38 -0.624
O 0.81021 1.23959 3.32922 -0.47 -0.66 1.48 -0.424
F 0.32915 -1.32149 1.58905 0.49 -2.76 0.54 -0.368
H 0.91272 1.74850 1.39838 -0.72 0.13 0.36 0.143
H 1.94793 0.49402 1.78360 -0.46 -0.82 0.49 0.358
H -0.74896 0.10304 0.84116 -0.52 -0.24 1.42 -0.785
C 0.59586 2.65027 -1.63144 1.29 -0.82 -0.32 -0.540
C -0.10187 1.33886 -1.34799 -1.16 4.19 0.98 0.497
O 0.69507 0.70619 -0.36820 0.00 -0.06 -1.39 0.080
C 1.94114 1.04821 -0.54252 3.65 1.47 0.25 0.499
O 2.92738 0.53829 0.00125 -2.80 1.74 -2.44 -0.624
O 1.94092 2.23621 -1.32742 1.61 -0.98 0.72 -0.442
F -0.15284 0.59085 -2.42114 0.60 1.72 -3.87 -0.358
H 0.37056 3.57778 -1.10505 -0.36 -0.51 0.72 0.288
H 0.49899 2.92393 -2.68207 0.25 -0.39 -0.16 0.337
H -1.13409 1.44743 -1.01506 0.65 0.16 0.34 0.275
```
Positions in Å, forces in eV/Å.

Properties
- ΔE to the lowest compared entry with this formula, charge and spin: 5.118 eV
- E_LUMO: 2.74 eV
- Molecular weight: 353.6 g mol⁻¹
- Maximum force: 4.6 eV/A
- DFT total energy: -48580.5950 eV
- Charge: -1

---

No. 2
Formula: C9H9ClLiN2O5S2
Source: the OMol25 dataset
Level of theory: ωB97M-V/def2-TZVPD

```
29
Properties=species:S:1:pos:R:3:forces:R:3:mulliken_charge:R:1
Li -1.67258 -1.58093 -1.83826 0.17 0.48 0.15 0.960
S 0.96219 0.08590 -0.34390 -0.12 0.07 -0.03 -0.251
C 1.75453 -0.38674 1.13787 0.00 0.05 0.06 0.436
C 3.11224 -0.64744 1.27266 0.01 -0.01 -0.01 -0.549
C 3.63804 -0.96196 2.52155 -0.05 0.01 0.02 -0.441
C 2.80511 -1.04287 3.63150 0.00 0.01 -0.07 -0.450
C 1.44077 -0.80695 3.49931 -0.04 0.01 -0.10 -0.481
C 0.91269 -0.46248 2.26061 0.10 0.01 0.11 0.263
S -0.76414 -0.05527 1.96813 -0.05 0.04 -0.30 -0.179
H 3.75728 -0.60027 0.40015 -0.08 -0.02 0.09 0.359
H 4.69950 -1.15964 2.62329 -0.06 0.01 -0.01 0.335
H 3.21335 -1.30812 4.59976 -0.01 0.01 -0.03 0.339
H 0.78069 -0.88867 4.35542 0.04 0.00 -0.02 0.359
C -2.01814 4.12602 -1.12127 0.02 -0.04 -0.02 -1.245
C -0.96958 3.01140 -1.19564 -0.19 0.01 -0.17 0.260
C -1.24840 2.06350 -2.28255 -0.01 -0.34 0.04 0.193
N -1.47369 1.28525 -3.09979 0.07 0.40 0.08 -0.483
H -1.70300 4.88636 -0.40553 -0.02 -0.05 0.00 0.338
H -2.97881 3.72445 -0.79918 0.02 0.01 -0.02 0.318
H -2.15694 4.60334 -2.09195 0.02 0.01 0.03 0.332
H -0.93669 2.43994 -0.26867 0.01 -0.09 0.02 0.074
H 0.02746 3.42103 -1.35297 0.05 -0.01 -0.03 0.277
O -1.67946 -0.40102 -0.50421 0.56 0.49 0.74 -0.897
N -0.63497 -0.72668 0.24829 -0.22 -0.27 -0.09 0.107
O -3.17923 -3.94482 -2.35717 0.48 -0.03 -0.13 -0.555
Cl -1.77623 -3.75850 -2.64939 -0.18 -0.63 -0.22 1.680
O -1.62798 -2.55259 -3.48552 -0.13 -0.38 0.08 -0.732
O -1.22472 -4.90334 -3.31285 -0.12 0.39 0.22 -0.672
O -1.05929 -3.45888 -1.40969 -0.28 -0.14 -0.39 -0.693
```
Positions in Å, forces in eV/Å.

Properties
- ΔE to the lowest compared entry with this formula, charge and spin: 0.851 eV
- E_LUMO: 2.74 eV
- Molecular weight: 331.7 g mol⁻¹
- Maximum force: 1.1 eV/A
- DFT total energy: -57088.7377 eV
- Charge: -1

---

No. 3
Formula: C9H9F3N2
Source: the OMol25 dataset
Level of theory: ωB97M-V/def2-TZVPD

```
23
Properties=species:S:1:pos:R:3:forces:R:3:mulliken_charge:R:1
C 1.44927 1.95334 2.78258 0.15 0.81 0.11 -0.208
C 1.58751 1.70524 1.61877 0.00 -0.95 0.29 -0.923
C -1.49190 -0.53326 1.34055 -0.84 0.20 1.04 -0.893
C -2.25307 -1.45884 0.63079 -1.61 -0.06 1.17 -0.320
C -0.47254 -0.34680 0.45755 3.26 1.54 -0.61 0.515
C 2.70802 0.36278 -0.26854 -1.85 1.71 -0.05 -1.715
C -2.29836 -2.54006 -1.57286 1.55 2.10 2.02 -1.121
C 1.57175 1.19026 0.34153 -0.93 -1.31 -2.48 1.029
C 0.91346 2.13382 -0.64104 0.11 0.29 -1.15 0.860
N -0.51691 -1.04658 -0.61784 1.04 0.17 -1.74 -0.670
N -1.65705 -1.70469 -0.51383 -0.81 -1.70 -1.59 0.449
F 1.75116 3.16348 -0.92580 0.55 0.04 0.08 -0.282
F 0.61505 1.60263 -1.85599 0.23 -0.29 0.77 -0.259
F -0.18165 2.71251 -0.18891 -0.82 -0.03 0.50 -0.257
H 1.40623 2.56558 3.62398 -0.05 0.17 1.14 0.451
H -1.57738 0.01055 2.27712 -0.45 -0.54 -0.21 0.343
H -3.19395 -1.99374 0.69546 -0.06 0.46 0.97 0.421
H 3.46098 0.89501 -0.79564 1.05 1.17 0.44 0.403
H 3.01511 -0.32769 0.41045 1.58 -1.50 2.27 0.489
H 2.41920 -0.24521 -1.05560 -1.71 -1.16 -1.62 0.448
H -3.21714 -2.15130 -1.83665 -2.48 0.38 0.38 0.430
H -1.83402 -2.39244 -2.45477 2.41 0.87 -2.81 0.470
H -2.20376 -3.55459 -1.45130 -0.32 -2.38 1.10 0.342
```
Positions in Å, forces in eV/Å.

Properties
- ΔE to the lowest compared entry with this formula, charge and spin: 5.048 eV
- E_LUMO (alpha / beta): -0.34 / -0.77 eV
- Molecular weight: 202.2 g mol⁻¹
- Maximum force: 3.8 eV/A
- DFT total energy: -20604.9289 eV
- Charge: 0

---

No. 4
Formula: C9H9FN2
Source: the OMol25 dataset
Level of theory: ωB97M-V/def2-TZVPD

```
21
Properties=species:S:1:pos:R:3:forces:R:3:mulliken_charge:R:1
C 0.09015 1.37403 2.79050 0.13 -0.05 0.44 0.487
C -0.67723 -1.79774 -1.77862 -0.14 -0.09 -0.12 -0.443
C -0.09214 -2.07990 -0.55368 0.08 -0.02 0.09 -0.329
C -0.49188 -0.54685 -2.36074 -0.09 -0.08 0.00 -0.406
C 0.66711 -1.12797 0.09597 0.41 0.08 -0.19 -0.904
C 0.26736 0.41120 -1.73374 0.23 0.21 0.22 -0.591
C 0.88673 0.14334 -0.48688 -0.17 -0.21 -0.43 0.872
C -0.73498 1.39889 1.68333 -0.13 0.24 -0.73 -0.428
C 1.60604 1.11550 0.20587 -0.16 0.22 0.26 -0.583
N 0.79722 1.34374 3.70508 0.24 -0.05 0.30 -0.500
N -1.44581 0.30971 1.29454 -0.34 -0.06 0.30 -0.419
F 1.76075 2.34683 -0.31299 -0.01 -0.19 -0.12 -0.290
H -1.27634 -2.54431 -2.27760 -0.03 -0.06 -0.05 0.392
H -0.23961 -3.04988 -0.10073 0.02 -0.07 0.05 0.401
H -0.94832 -0.32815 -3.31479 -0.03 0.03 -0.08 0.397
H 1.13477 -1.34952 1.04602 0.02 -0.05 0.10 0.472
H 0.41920 1.37731 -2.19090 -0.01 0.08 -0.04 0.406
H -0.93030 2.34048 1.19453 0.01 -0.02 -0.04 0.372
H 2.19937 0.94614 1.08813 0.02 -0.01 0.12 0.544
H -1.83206 0.31105 0.36302 0.07 -0.06 0.04 0.254
H -1.15999 -0.59388 1.64370 -0.12 0.17 -0.11 0.296
```
Positions in Å, forces in eV/Å.

Properties
- ΔE to the lowest compared entry with this formula, charge and spin: 2.673 eV
- E_LUMO (alpha / beta): -0.02 / -0.56 eV
- Molecular weight: 164.2 g mol⁻¹
- Maximum force: 0.8 eV/A
- DFT total energy: -15173.8252 eV
- Charge: 0